31
Properties=species:S:1:pos:R:3 method="wB97M-V/def2-TZVPD" homo_ev=-5.282 e_tot_ev=-179664.894 charge=-1 largest_force_ev_per_a=1.71 lumo_ev=2.55 gap_ev=7.84
Zn -0.203 1.454 -1.375
Cl 2.015 2.465 -0.446
C 2.600 1.124 0.474
C 3.606 1.369 1.395
C 4.117 0.342 2.164
C 3.605 -0.938 2.017
C 2.595 -1.170 1.104
Cl 1.968 -2.764 0.945
C 2.057 -0.156 0.291
S 0.827 -0.587 -0.862
H 3.984 2.374 1.493
H 4.903 0.532 2.876
H 3.986 -1.752 2.612
Br -2.655 -4.532 -0.581
C -2.509 -2.668 -0.217
C -2.301 -2.242 1.082
C -2.231 -0.882 1.331
C -2.378 0.035 0.298
C -2.590 -0.420 -0.997
C -2.649 -1.777 -1.264
C -2.283 1.525 0.575
O -2.990 2.035 1.424
O -1.415 2.164 -0.130
H -2.194 -2.959 1.883
H -2.061 -0.521 2.334
H -2.717 0.287 -1.804
H -2.800 -2.125 -2.274
O -1.245 1.477 -3.244
N -0.579 2.459 -3.607
O -0.759 2.981 -4.673
O 0.295 2.868 -2.825